{"formula": "C20H21NO7PTi", "method": "wB97M-V/def2-TZVPD", "multiplicity": 2, "lumo_ev": [0.1, 0.1], "orbital_gap_ev": [8.358, 9.150], "homo_energy_ev": [-8.22, -9.01], "e_above_lowest_kcal_mol": 0.0, "species": ["Ti", "O", "C", "C", "N", "C", "C", "O", "O", "C", "C", "O", "O", "H", "H", "H", "H", "H", "H", "H", "H", "H", "O", "C", "O", "C", "P", "C", "C", "C", "C", "C", "C", "C", "C", "C", "C", "C", "C", "H", "H", "H", "H", "H", "H", "H", "H", "H", "H", "H", "H"], "positions_angstrom": [[-1.3854, 1.0002, 0.0806], [-3.0411, 2.4433, 0.1011], [-2.6181, 3.7372, -0.3666], [-1.4607, 4.1196, 0.5308], [-0.3854, 3.1191, 0.4318], [0.5179, 3.3224, -0.7152], [0.5680, 2.0049, -1.4923], [1.6061, 1.5012, -1.8492], [-0.6426, 1.5149, -1.6762], [0.3161, 2.9658, 1.7139], [-0.5361, 2.0898, 2.6403], [-0.6236, 2.3233, 3.8193], [-1.1062, 1.0936, 2.0054], [-3.7748, 2.0799, -0.4132], [-3.4304, 4.4580, -0.2663], [-2.3053, 3.6663, -1.4110], [-1.8212, 4.1398, 1.5610], [-1.1002, 5.1224, 0.2797], [1.5135, 3.6295, -0.3976], [0.1232, 4.0888, -1.3863], [0.5375, 3.9226, 2.1921], [1.2550, 2.4334, 1.5450], [-3.9644, -2.2022, 0.1120], [-2.9416, -1.5639, 0.1270], [-2.8311, -0.3186, -0.2777], [-1.6543, -2.1924, 0.7015], [-0.1858, -1.3042, 0.0663], [0.1894, -2.0829, -1.5274], [-0.6382, -1.7792, -2.6090], [-0.4108, -2.3665, -3.8420], [0.6519, -3.2441, -4.0095], [1.4834, -3.5381, -2.9401], [1.2537, -2.9624, -1.6989], [1.2131, -1.6952, 1.1459], [2.3543, -0.9051, 1.0002], [3.4683, -1.1403, 1.7898], [3.4452, -2.1558, 2.7370], [2.3119, -2.9409, 2.8870], [1.1982, -2.7164, 2.0898], [-1.6528, -3.2610, 0.4941], [-1.6872, -2.0465, 1.7855], [-1.4521, -1.0750, -2.4862], [-1.0564, -2.1302, -4.6776], [0.8344, -3.6944, -4.9766], [2.3152, -4.2182, -3.0702], [1.9050, -3.1944, -0.8660], [2.3662, -0.1160, 0.2542], [4.3532, -0.5291, 1.6697], [4.3120, -2.3338, 3.3598], [2.2934, -3.7314, 3.6256], [0.3200, -3.3380, 2.2090]], "lowdin_charge": [1.0182, -0.1043, -0.1694, -0.1356, -0.2136, -0.0676, -0.6081, 0.0911, -0.1592, -0.0735, -0.5939, 0.1025, -0.1456, 0.1268, 0.1337, 0.1255, 0.1424, 0.1403, 0.1341, 0.1354, 0.1385, 0.1397, 0.0843, -0.6595, -0.1942, -0.2167, 1.0643, -0.3268, -0.0785, -0.0695, -0.0816, -0.0782, -0.0724, -0.3695, -0.0924, -0.0734, -0.0797, -0.0751, -0.0778, 0.1031, 0.1033, 0.0993, 0.1065, 0.1032, 0.1039, 0.1024, 0.0994, 0.1060, 0.1041, 0.1056, 0.1025]}



{"formula": "C20H22AsAuN4O9", "method": "wB97M-V/def2-TZVPD", "multiplicity": 3, "lumo_ev": [-1.3, -2.2], "orbital_gap_ev": [7.144, 7.376], "homo_energy_ev": [-8.43, -9.58], "species": ["Au", "N", "C", "C", "O", "N", "C", "C", "O", "O", "H", "H", "H", "H", "H", "H", "C", "As", "C", "C", "C", "C", "C", "C", "C", "C", "H", "H", "H", "H", "H", "H", "H", "H", "H", "H", "H", "H", "H", "O", "C", "O", "C", "C", "C", "C", "C", "C", "N", "O", "O", "N", "O", "O", "H", "H", "H"], "positions_angstrom": [[-1.4343, 0.8198, -0.5455], [-1.7298, 2.0429, 1.4875], [-1.9504, 3.4120, 0.9927], [-2.9813, 3.4038, -0.1286], [-3.8716, 4.2216, -0.1830], [-2.7771, 2.3868, -1.0484], [-3.8050, 2.0637, -1.8811], [-4.6737, 0.5506, -1.1212], [-5.8479, 0.7593, -1.1741], [-3.8392, -0.2625, -0.7720], [-2.5439, 1.6925, 1.9801], [-0.9312, 1.9928, 2.1101], [-1.0044, 3.7748, 0.5839], [-2.2856, 4.1018, 1.7656], [-3.5106, 1.5700, -2.8047], [-4.6060, 2.7897, -1.9596], [-1.1938, -2.5173, -1.5076], [-0.5708, -1.3869, -0.0816], [1.3270, -1.7038, -0.0267], [-1.3280, -2.1818, 1.5360], [-0.7024, -3.4963, 1.8923], [-1.2307, -4.6865, 1.3997], [-0.6276, -5.9018, 1.6919], [0.5110, -5.9414, 2.4830], [1.0412, -4.7601, 2.9843], [0.4388, -3.5469, 2.6893], [-0.8677, -3.5419, -1.3322], [-0.7717, -2.1317, -2.4337], [-2.2799, -2.4579, -1.5448], [1.5019, -2.7458, 0.2353], [1.8048, -1.0537, 0.7038], [1.7172, -1.4899, -1.0200], [-2.3902, -2.2856, 1.3077], [-1.2277, -1.4490, 2.3367], [-2.1263, -4.6617, 0.7892], [-1.0527, -6.8189, 1.3054], [0.9800, -6.8885, 2.7141], [1.9243, -4.7840, 3.6094], [0.8556, -2.6276, 3.0865], [1.2941, 0.9615, -4.0041], [0.9983, 1.0193, -2.8256], [-0.0419, 0.4663, -2.2968], [1.9633, 1.7736, -1.9070], [3.0946, 2.3559, -2.4730], [3.9923, 3.0196, -1.6597], [3.8318, 3.1401, -0.2918], [2.7078, 2.5415, 0.2350], [1.7810, 1.8686, -0.5390], [2.4779, 2.6052, 1.6917], [3.1652, 3.3527, 2.3452], [1.5760, 1.9147, 2.1481], [5.1955, 3.6336, -2.2702], [5.3532, 3.4854, -3.4616], [5.9415, 4.2442, -1.5317], [3.2524, 2.2783, -3.5392], [4.5455, 3.6677, 0.3207], [0.9309, 1.4116, -0.0608]], "lowdin_charge": [0.8985, -0.0195, -0.1585, -0.5022, 0.0938, -0.1012, -0.0746, -0.5699, 0.1355, -0.0189, 0.1004, 0.0688, 0.1219, 0.1238, 0.1149, 0.1069, -0.2443, 1.1036, -0.2396, -0.2973, -0.3215, -0.0561, -0.0755, -0.0855, -0.0774, -0.0683, 0.0348, 0.0358, 0.0317, 0.0350, 0.0321, 0.0398, 0.0809, 0.0739, 0.1145, 0.1058, 0.1036, 0.1056, 0.1151, 0.0689, -0.6081, -0.2056, -0.0817, 0.0896, -0.1005, 0.0872, -0.1166, 0.0292, -0.3398, 0.1105, 0.0390, -0.3487, 0.0993, 0.0852, 0.1367, 0.1343, 0.0545]}